{
  "formula": "C2H6N2OS",
  "method": "ωB97M-V with the def2-TZVPD basis set",
  "symbols": ["C", "C", "H", "H", "H", "H", "H", "H", "N", "N", "O", "S"],
  "coordinates": [[-1.622, -1.038, -0.140], [0.077, 0.466, -0.034], [-2.002, -0.497, -1.053], [-1.731, -2.126, -0.226], [-2.129, -0.629, 0.793], [-0.360, 2.281, -0.281], [1.736, 1.610, 0.300], [3.017, -0.844, 0.937], [-0.788, 1.389, -0.224], [1.435, 0.654, 0.139], [-0.279, -0.834, 0.052], [2.646, -0.432, -0.263]],
  "mulliken_charge": [-0.60, 0.75, 0.28, 0.21, 0.26, 0.19, 0.24, 0.12, -0.70, -0.30, -0.32, -0.14],
  "lumo_ev": 0.691,
  "de_lowest_kcal_mol": 34.6,
  "orbital_gap_ev": 10.17,
  "smiles": "[H]/N=C(\\NS)OC"
}